Record 1
Computed, not measured: a structure of composition C22H68BeO21 at a distorted geometry, with wB97M-V/def2-TZVPD.

Last column: Löwdin charge in e.
Cartesian coordinates (Å):
1 Be 0.404032 0.766081 -0.520420  0.277
2 O -0.269181 -0.055091 -2.017306  -0.225
3 H -0.312488 -1.023279 -2.114532  0.002
4 O 1.570682 0.694302 0.330626  -0.160
5 H 1.760805 0.302169 1.182131  0.035
6 C 2.201181 5.344116 -1.927468  -0.223
7 C 1.139928 5.145476 -3.032480  -0.220
8 O 0.344007 3.981882 -2.763470  -0.079
9 O 3.180385 4.327036 -2.087950  -0.100
10 H 1.773185 5.221925 -0.921123  0.118
11 H 2.639500 6.311355 -2.093151  0.106
12 H 1.712342 5.095065 -3.982907  0.122
13 H 0.426317 5.976785 -3.163380  0.115
14 H 0.736775 3.192970 -3.151633  0.064
15 H 3.017122 3.640702 -1.431297  0.029
16 C 1.472198 -4.421433 -1.303046  -0.201
17 C 0.668988 -4.302291 0.014688  -0.236
18 O 0.830155 -3.041503 0.633683  -0.067
19 O 2.908550 -4.247473 -0.982967  -0.105
20 H 1.344033 -3.669206 -2.086983  0.100
21 H 1.150882 -5.402155 -1.760809  0.125
22 H 1.028305 -5.209514 0.561299  0.122
23 H -0.395443 -4.469251 -0.144369  0.109
24 H 1.767368 -2.810847 0.558347  0.077
25 H 3.469727 -4.387351 -1.774794  0.093
26 C -1.316705 0.135731 -5.848400  -0.251
27 C -1.920216 1.242637 -4.979675  -0.225
28 O -2.194307 0.788747 -3.651647  -0.126
29 O -0.250339 -0.531802 -5.232117  -0.064
30 H -1.184479 0.464611 -6.902689  0.124
31 H -2.005802 -0.735747 -5.862322  0.119
32 H -2.846430 1.609598 -5.393415  0.110
33 H -1.191107 2.089309 -4.967308  0.121
34 H -1.318954 0.478045 -3.245955  0.039
35 H 0.582067 -0.082475 -5.136051  0.070
36 C 3.213097 0.537580 -3.483568  -0.217
37 C 2.687636 -0.758267 -2.846909  -0.256
38 O 3.010696 -0.831832 -1.485445  -0.051
39 O 2.857427 1.757088 -2.863784  -0.064
40 H 2.954890 0.616093 -4.549217  0.112
41 H 4.337934 0.448534 -3.390172  0.137
42 H 3.219513 -1.549298 -3.383175  0.118
43 H 1.630837 -0.871952 -2.975516  0.075
44 H 2.208244 -0.827741 -0.975571  0.024
45 H 3.532640 2.384564 -3.035161  0.053
46 C -3.858422 -2.366951 -2.793660  -0.197
47 C -2.876692 -3.489504 -2.602779  -0.275
48 O -1.598328 -3.021932 -2.836198  -0.040
49 O -3.621926 -1.338416 -1.828260  -0.071
50 H -4.884067 -2.748663 -2.696287  0.126
51 H -3.804182 -1.880225 -3.781444  0.126
52 H -3.204262 -4.307622 -3.225927  0.114
53 H -2.926283 -3.872996 -1.571334  0.115
54 H -1.608929 -2.646898 -3.729954  0.094
55 H -2.967365 -0.760319 -2.174995  0.035
56 C -2.236771 2.139257 -0.580642  -0.057
57 C -2.639624 1.143939 0.457365  -0.252
58 O -2.156907 1.604573 1.680514  -0.076
59 O -0.723749 2.096175 -0.435663  -0.035
60 H -2.587710 3.185686 -0.395517  0.155
61 H -2.494868 1.787725 -1.552294  0.092
62 H -2.214160 0.200318 0.120898  0.105
63 H -3.714299 1.042986 0.542102  0.132
64 H -2.151399 0.867668 2.322436  0.093
65 H -0.397527 2.950695 -0.189106  0.108
66 C 0.950034 0.605595 4.258490  -0.215
67 C 0.694464 -0.692525 3.578136  -0.238
68 O -0.363867 -0.395863 2.702870  -0.063
69 O 1.422487 1.559929 3.288035  -0.065
70 H 1.764753 0.487730 4.979131  0.125
71 H 0.100069 1.092555 4.766788  0.124
72 H 0.429885 -1.467236 4.293572  0.110
73 H 1.601781 -0.979877 3.069746  0.121
74 H -0.668084 -1.255705 2.391428  0.089
75 H 0.592290 1.874645 2.905104  0.073
76 C 3.587824 3.584000 1.196504  -0.203
77 C 4.655744 2.548734 1.274933  -0.253
78 O 4.251688 1.313991 1.818290  -0.049
79 O 2.537029 3.173502 0.296433  -0.101
80 H 4.079969 4.491866 0.846199  0.121
81 H 3.100302 3.787471 2.164081  0.128
82 H 5.488435 2.877100 1.886316  0.123
83 H 5.037080 2.379111 0.248103  0.135
84 H 3.590739 0.956269 1.200454  0.055
85 H 2.613075 2.216797 0.237800  0.029
86 C 1.717815 -4.688809 3.903698  -0.065
87 C 0.664937 -4.316018 4.958200  -0.323
88 O -0.603821 -4.163271 4.334558  -0.081
89 H 2.644800 -4.824051 4.459667  0.074
90 H 1.843654 -3.925717 3.152491  0.054
91 H 1.494055 -5.650691 3.462501  0.072
92 H 0.987937 -3.472870 5.547906  0.098
93 H 0.586032 -5.117910 5.635754  0.087
94 H -1.089071 -3.588944 4.942150  0.080
95 C -4.186756 -3.967084 1.581824  -0.100
96 C -3.566909 -2.645456 1.446244  -0.357
97 O -2.661340 -2.608283 0.369496  -0.072
98 H -3.376519 -4.718482 1.673042  0.095
99 H -4.673396 -4.203235 0.652802  0.068
100 H -4.882528 -4.021478 2.399181  0.075
101 H -3.069448 -2.522852 2.416107  0.101
102 H -4.344216 -1.873624 1.462495  0.121
103 H -2.979573 -1.991344 -0.282974  0.016
104 C -2.388080 3.787524 5.184006  -0.097
105 C -2.026749 4.032524 3.737750  -0.324
106 O -0.679678 4.477405 3.526150  -0.081
107 H -3.432046 3.480754 5.299964  0.077
108 H -2.253051 4.686409 5.769462  0.065
109 H -1.774529 2.966903 5.626932  0.080
110 H -2.756589 4.706934 3.259508  0.114
111 H -2.077004 3.045216 3.245511  0.082
112 H -0.492150 5.048968 4.291315  0.082

Forces on atoms 1 to 2 (eV/Å):
Be -2.38 -0.46 -2.52
O 0.76 0.66 2.15

Computed properties:
gap between HOMO and LUMO	9.87	eV
charge	0
HOMO	-9.4	eV

=====

Record 2
Computed, not measured: a cluster of 16 separate species, C22H68F6N28O18 in total at a distorted geometry, with wB97M-V/def2-TZVPD.

Last column: Löwdin charge in e.
Cartesian coordinates (Å):
1 C 5.955712 1.392286 2.371300  -0.402
2 O 5.294822 0.451819 1.503986  -0.144
3 O 7.023492 0.708735 3.053907  -0.299
4 C 6.085252 2.830914 1.720086  -0.593
5 F 5.057022 3.025052 0.866042  0.092
6 F 6.030173 3.899775 2.539566  0.120
7 F 7.214787 2.943002 1.094109  0.164
8 C 5.818727 0.088776 0.234779  -0.276
9 C 4.933689 -1.024257 -0.370126  -0.067
10 H 4.975222 -1.821444 0.372082  0.054
11 H 3.892820 -0.700853 -0.359587  0.049
12 H 5.261859 -1.375501 -1.348412  0.067
13 H 6.858092 -0.222088 0.340573  0.118
14 H 5.843426 0.904382 -0.487910  0.081
15 H 5.282424 1.409012 3.228329  0.125
16 C -1.576836 -0.074749 -0.453039  -0.394
17 O -0.781830 -0.764712 0.481579  -0.137
18 O -2.899909 -0.458066 -0.244765  -0.226
19 C -1.178976 1.517197 -0.533086  -0.599
20 F -2.242849 2.332659 -0.713688  0.126
21 F -0.467807 1.974681 0.432954  0.146
22 F -0.423257 1.786886 -1.541184  0.144
23 C 0.587439 -0.925633 0.269331  -0.254
24 C 1.129040 -1.319753 1.694938  -0.031
25 H 2.192799 -1.475430 1.874610  0.074
26 H 0.722737 -0.683782 2.481419  0.059
27 H 0.733367 -2.327862 1.818437  0.045
28 H 1.160543 -0.087914 -0.127992  0.092
29 H 0.793341 -1.758095 -0.403516  0.106
30 H -1.152087 -0.486337 -1.368620  0.123
31 C 0.932329 -4.122579 4.249108  -0.786
32 O 1.400145 -3.511775 5.201431  0.001
33 N -0.254065 -3.778851 3.816262  0.154
34 N 1.469965 -5.138314 3.610930  0.180
35 H -0.487640 -4.181094 2.919749  0.032
36 H -0.823195 -3.079725 4.271701  0.115
37 H 0.814965 -5.552836 2.963441  0.082
38 H 2.387512 -5.411559 3.932695  0.097
39 C -1.387339 4.488702 -3.642225  -0.865
40 O -1.292652 4.384030 -4.821736  0.037
41 N -0.400865 4.354479 -2.844208  0.206
42 N -2.505038 4.450374 -3.037085  0.208
43 H -0.480865 4.072779 -1.877594  0.082
44 H 0.525404 4.197288 -3.214918  0.071
45 H -3.260490 4.169670 -3.645845  0.131
46 H -2.512512 4.699574 -2.058335  0.091
47 C 2.150942 2.669623 2.701769  -0.766
48 O 2.801433 2.967922 3.626652  0.114
49 N 1.260829 1.688911 2.555433  0.134
50 N 2.085304 3.381131 1.604114  0.168
51 H 0.869565 1.309318 1.705191  0.067
52 H 1.002055 1.299168 3.450554  0.105
53 H 2.628831 4.226491 1.503805  0.123
54 H 1.394315 3.123584 0.913975  0.056
55 C -2.764449 -3.559735 -3.354406  -0.758
56 O -3.143881 -4.701526 -3.026530  -0.006
57 N -3.595840 -2.650137 -3.851838  0.166
58 N -1.594979 -3.079868 -3.272888  0.196
59 H -4.520728 -2.964530 -4.108433  0.117
60 H -3.226607 -1.905662 -4.425866  0.094
61 H -0.829331 -3.738497 -3.263773  0.124
62 H -1.566543 -2.092728 -3.484659  0.075
63 C -1.996355 2.987424 3.860457  -0.749
64 O -2.260395 3.834965 3.013857  0.004
65 N -1.241608 1.972350 3.661764  0.194
66 N -2.498082 2.993202 5.067006  0.183
67 H -0.681418 1.984897 2.821458  0.075
68 H -1.114080 1.271791 4.378051  0.129
69 H -2.253667 2.242041 5.696389  0.114
70 H -3.093983 3.723634 5.429585  0.123
71 C -0.349119 0.694450 -4.506978  -0.773
72 O -0.466018 -0.449333 -4.262028  0.034
73 N -1.356976 1.508009 -4.692172  0.206
74 N 0.766449 1.373294 -4.459601  0.209
75 H -1.170509 2.490258 -4.548925  0.060
76 H -2.268696 1.097743 -4.835514  0.092
77 H 0.790609 2.379395 -4.544944  0.094
78 H 1.537381 1.029011 -3.905329  0.096
79 C 2.457132 -2.154223 -4.201948  -0.774
80 O 2.695508 -1.122379 -4.760585  0.062
81 N 1.469011 -2.388784 -3.408981  0.183
82 N 3.326539 -3.189508 -4.285211  0.125
83 H 0.707950 -1.747285 -3.580332  0.056
84 H 1.332330 -3.267305 -2.929782  0.110
85 H 3.808718 -2.999050 -5.151998  0.092
86 H 3.907838 -3.552523 -3.543307  0.096
87 C -1.509953 5.606557 0.187516  -0.851
88 O -1.374292 6.657867 -0.383407  0.025
89 N -0.509655 4.969817 0.687252  0.188
90 N -2.688894 5.224741 0.590148  0.175
91 H -0.830004 4.376712 1.439378  0.078
92 H 0.426632 5.214978 0.398529  0.120
93 H -2.832151 4.461804 1.236295  0.066
94 H -3.391263 5.939174 0.462219  0.123
95 C -4.347250 0.224191 3.228488  -0.864
96 O -4.964769 0.510129 4.178531  0.064
97 N -3.662606 -0.857865 2.953230  0.171
98 N -4.244747 0.980347 2.210720  0.178
99 H -3.545616 -1.677329 3.531926  0.110
100 H -3.217330 -0.855157 2.046689  0.062
101 H -3.695303 0.686219 1.415923  0.066
102 H -4.641753 1.908478 2.243448  0.125
103 C -5.337375 1.241032 -3.009859  -0.743
104 O -6.055252 1.940033 -3.787251  -0.028
105 N -4.303480 0.491059 -3.218225  0.164
106 N -5.563769 1.076964 -1.753541  0.154
107 H -3.992783 0.359210 -4.170169  0.090
108 H -3.838393 -0.076863 -2.524498  0.084
109 H -6.297045 1.647654 -1.357655  0.117
110 H -4.836725 0.872151 -1.083054  0.083
111 C -1.273903 -4.846051 0.594404  -0.805
112 O -0.594350 -5.116006 1.481802  0.075
113 N -1.751519 -5.646943 -0.334568  0.198
114 N -1.529211 -3.633399 0.252908  0.209
115 H -1.567935 -6.637963 -0.269285  0.119
116 H -2.157896 -5.185669 -1.135927  0.065
117 H -1.948525 -3.277384 -0.594170  0.101
118 H -1.210805 -2.948132 0.923077  0.093
119 C 5.447187 -3.032470 4.098035  -0.797
120 O 6.106787 -3.208148 5.108625  0.015
121 N 5.430731 -1.941937 3.334770  0.189
122 N 4.487981 -3.786083 3.800121  0.154
123 H 4.801654 -1.703513 2.581427  0.073
124 H 6.177797 -1.284420 3.506987  0.081
125 H 4.004494 -3.663893 2.921816  0.104
126 H 4.163049 -4.497629 4.439047  0.103
127 C 3.046846 2.864573 -2.498268  -0.791
128 O 2.353360 3.593302 -3.125398  0.026
129 N 2.441233 2.229876 -1.467541  0.202
130 N 4.259663 2.752820 -2.795118  0.219
131 H 1.452146 2.416809 -1.384683  0.064
132 H 2.806812 1.593347 -0.773809  0.093
133 H 4.593776 3.309317 -3.568929  0.138
134 H 4.832048 2.032269 -2.378843  0.116
135 C -5.084552 -3.997613 0.376199  -0.907
136 O -5.425448 -5.093000 0.616105  0.070
137 N -4.499423 -3.234369 1.156527  0.184
138 N -5.397221 -3.387078 -0.724096  0.180
139 H -4.701041 -3.362954 2.137818  0.127
140 H -4.212105 -2.347512 0.767906  0.081
141 H -5.768735 -3.959893 -1.468385  0.112
142 H -5.277486 -2.406564 -0.934691  0.104

Forces on atoms 1 to 2 (eV/Å):
C 1.88 -2.86 4.06
O -1.13 0.15 -1.84

Computed properties:
gap between HOMO and LUMO	5.68	eV
relative energy (zero: lowest compared OMol25 entry of this formula, charge and spin)	731.5	kJ/mol
charge	-2
HOMO	-2.5	eV

=====

What is the formula in the first record?
C22H68BeO21

=====

Which of these has the lowest HOMO?
C22H68BeO21

=====

Which formula does entry 1 have?
C22H68BeO21

=====

What is the gap between HOMO and LUMO in the second record?
5.68 eV